Entry i
A molecular structure, C5H3NO. Source: the OMol25 dataset; level of theory: wB97M-V/def2-TZVPD.

Calculated values
- LUMO level (Eh) = -0.031
- HOMO-LUMO gap (eV) = 9.2

Structure (XYZ):
```
10
C5H3NO | the OMol25 dataset | wB97M-V/def2-TZVPD
O -0.699 0.922 -1.265
N -0.624 1.763 -0.191
C -0.127 -1.872 0.769
C 0.508 -0.122 0.364
C -0.062 -0.259 -0.951
C 0.979 -1.263 1.073
C 0.071 1.201 0.748
H -0.710 -1.365 -0.431
H 0.232 1.720 1.684
H 0.430 -0.724 -1.801
```

Entry ii
C5H3NO in the gas phase. Source: the OMol25 dataset; level of theory: wB97M-V/def2-TZVPD.

Calculated values
- LUMO level (Eh) = -0.006
- HOMO-LUMO gap (eV) = 9.4

Structure (XYZ):
```
10
C5H3NO | the OMol25 dataset | wB97M-V/def2-TZVPD
O -0.350 -1.806 0.415
N -0.659 2.947 0.313
C 0.983 -0.268 -0.507
C -0.975 -0.569 0.577
C 0.866 -1.717 -0.127
C -0.472 1.809 0.197
C -0.211 0.412 0.102
H -1.951 -0.588 1.043
H 0.806 -0.429 -1.588
H 1.962 0.208 -0.425
```

Entry iii
A molecular structure, C5H3NO. Source: the OMol25 dataset; level of theory: wB97M-V/def2-TZVPD.

Calculated values
- LUMO level (Eh) = -0.031
- HOMO-LUMO gap (eV) = 8.9

Structure (XYZ):
```
10
C5H3NO | the OMol25 dataset | wB97M-V/def2-TZVPD
O 0.199 -1.222 -1.804
N -1.704 1.535 2.273
C 1.007 -0.349 -1.571
C 0.015 -0.037 0.399
C -1.544 0.679 1.507
C -1.165 -0.478 0.748
C 1.012 0.424 -0.303
H -1.465 -1.499 0.968
H 1.784 1.112 0.015
H 1.861 -0.166 -2.234
```

Which one sits at the bottom of the stability order? entry i does.

Entry i
C9H14N4O3 in the gas phase. Source: the OMol25 dataset; level of theory: wB97M-V/def2-TZVPD.

Calculated values
- LUMO level (Eh) = 0.014
- HOMO-LUMO gap (eV) = 8.9
- structure (SMILES) = C[C@H](N)C(=O)N[C@@H](Cc1c[nH]cn1)C(=O)O

Structure (XYZ):
```
30
C9H14N4O3 | the OMol25 dataset | wB97M-V/def2-TZVPD
O 0.274 2.268 -0.233
O -0.801 1.401 1.623
O 2.890 -2.189 0.491
N -4.477 0.523 -0.406
N -3.467 -1.475 -0.376
N 2.803 1.301 -0.534
N 1.273 -0.837 0.573
C 0.116 -0.080 0.145
C -4.573 -0.889 -0.734
C -2.502 -0.570 -0.119
C 4.829 -0.073 -0.569
C -3.031 0.699 -0.187
C 2.554 -1.081 0.112
C -0.122 1.306 0.645
C -1.188 -1.042 0.427
C 3.302 0.004 -0.738
H -0.926 -2.051 0.075
H 5.057 0.302 0.541
H 1.189 -1.506 1.316
H 5.402 0.411 -1.387
H 3.231 -0.185 -1.819
H -5.114 1.254 -0.617
H 3.250 1.791 0.256
H 1.279 2.046 -0.180
H 2.695 1.714 -1.460
H 0.144 0.104 -0.951
H -1.250 -0.979 1.564
H -5.481 -1.413 -0.872
H 4.994 -1.138 -0.443
H -2.604 1.592 0.248
```

Entry ii
C9H14N4O3 in the gas phase. Source: the OMol25 dataset; level of theory: wB97M-V/def2-TZVPD.

Calculated values
- LUMO level (Eh) = 0.025
- HOMO-LUMO gap (eV) = 9.0
- structure (SMILES) = C[C@H](N)C(=O)N[C@@H](Cc1c[nH]cn1)C(=O)O

Structure (XYZ):
```
30
C9H14N4O3 | the OMol25 dataset | wB97M-V/def2-TZVPD
O -3.769 -1.019 0.487
O -4.028 0.803 -0.737
O 0.272 -0.854 1.568
N 1.700 -1.473 -1.493
N -1.059 -0.888 -0.240
N 1.724 2.922 0.495
N 1.011 1.316 -0.748
C -1.842 0.196 0.221
C 1.085 -2.135 -0.384
C 0.045 1.739 -0.005
C 2.068 2.058 -0.488
C 0.452 2.713 0.828
C 2.024 -2.693 0.651
C 0.013 -1.326 0.464
C -1.353 1.517 -0.323
C -3.253 0.098 -0.084
H 2.724 -1.458 -1.452
H 2.471 -1.862 1.328
H 2.313 3.622 0.902
H -0.145 3.270 1.563
H -1.713 1.515 -1.400
H -1.317 -1.354 -1.134
H 1.441 -3.257 1.430
H -1.981 2.226 0.330
H 2.862 -3.246 0.195
H 0.275 -2.901 -0.628
H -4.649 -1.091 0.033
H 1.472 -0.560 -1.729
H -1.828 0.246 1.319
H 2.986 1.878 -0.967
```

Which one sits at the bottom of the stability order? entry i does.

Entry i
A gas-phase ion, C4H7N2 (charge +1). Source: the OMol25 dataset; level of theory: wB97M-V/def2-TZVPD.

Calculated values
- LUMO level (Eh) = -0.157
- HOMO-LUMO gap (eV) = 9.9
- structure (SMILES) = C#CCC(N)=[NH2+]
- net charge = +1

Structure (XYZ):
```
13
C4H7N2 | the OMol25 dataset | wB97M-V/def2-TZVPD
N -1.419 1.321 -0.064
N -1.772 -0.938 -0.381
C 2.123 -0.216 0.119
C 0.573 -0.235 0.565
C -1.119 0.102 0.058
C 3.169 0.028 -0.408
H -1.479 -1.977 -0.236
H 4.170 0.197 -0.776
H 0.434 -1.322 0.746
H -0.538 1.865 0.168
H 0.695 0.303 1.470
H -2.688 -0.882 -0.709
H -2.149 1.754 -0.553
```

Entry ii
A molecular structure, C4H7N2. Source: the OMol25 dataset; level of theory: wB97M-V/def2-TZVPD.

Calculated values
- LUMO level (Eh) = -0.137
- HOMO-LUMO gap (eV) = 11.1
- net charge = +1

Structure (XYZ):
```
13
C4H7N2 | the OMol25 dataset | wB97M-V/def2-TZVPD
N -0.237 0.024 -0.486
N 1.755 -0.022 -0.124
C -1.578 0.043 -0.077
C 0.816 -1.046 0.128
C 0.770 0.996 0.113
C -2.738 -0.179 0.074
H -0.336 0.119 -1.557
H -3.795 -0.148 0.275
H 0.793 1.962 -0.621
H 2.666 0.008 0.270
H 0.527 -1.045 1.147
H 0.930 -2.053 -0.300
H 0.427 1.342 1.159
```

Entry iii
A gas-phase ion, C4H7N2 (charge +1). Source: the OMol25 dataset; level of theory: wB97M-V/def2-TZVPD.

Calculated values
- LUMO level (alpha / beta) (Eh) = -0.179 / -0.260
- HOMO-LUMO gap (alpha / beta) (eV) = 10.1 / 5.8
- net charge = +1

Structure (XYZ):
```
13
C4H7N2 | the OMol25 dataset | wB97M-V/def2-TZVPD
N 0.945 0.329 0.119
N 2.096 0.830 -0.001
C 0.477 -0.787 0.693
C -0.915 -0.971 0.343
C -1.291 0.095 -0.590
C -0.142 0.962 -0.686
H 1.036 -1.531 1.146
H -0.904 -2.047 0.200
H 2.773 0.441 0.666
H -0.354 2.060 -0.487
H -2.239 0.511 -0.835
H 0.105 0.919 -1.693
H -1.589 -0.811 1.125
```

Entry iv
A molecular structure, C4H7N2. Source: the OMol25 dataset; level of theory: wB97M-V/def2-TZVPD.

Calculated values
- LUMO level (alpha / beta) (Eh) = -0.228 / -0.228
- HOMO-LUMO gap (alpha / beta) (eV) = 9.2 / 9.2
- net charge = +1

Structure (XYZ):
```
13
C4H7N2 | the OMol25 dataset | wB97M-V/def2-TZVPD
N 0.697 -0.392 0.858
N -0.231 -0.531 -0.085
C 1.366 0.602 0.168
C -1.574 -0.572 0.374
C 2.166 -0.517 0.284
C 0.455 0.831 -0.908
H -1.546 -1.316 1.240
H -2.066 0.454 0.727
H 2.585 -0.583 1.249
H 2.580 -0.849 -0.705
H -0.298 1.585 -0.912
H -2.159 -0.958 -0.411
H 0.888 0.894 -1.897
```

Which one sits at the bottom of the stability order? entry iv does.

Entry i
C5H5Br in the gas phase. Source: the OMol25 dataset; level of theory: wB97M-V/def2-TZVPD.

Calculated values
- LUMO level (Eh) = 0.025
- HOMO-LUMO gap (eV) = 10.1
- structure (SMILES) = C#CC1(Br)CC1

Structure (XYZ):
```
11
C5H5Br | the OMol25 dataset | wB97M-V/def2-TZVPD
Br 1.919 1.520 0.709
C 0.011 -1.446 1.919
C 0.367 0.438 0.132
C 0.140 -0.547 1.110
C 0.251 -0.070 -1.301
C -0.777 0.853 -0.769
H -1.594 0.261 -0.416
H -0.077 -1.089 -1.334
H -0.480 -2.065 2.670
H 1.188 0.279 -1.755
H -0.949 1.865 -0.966
```

Entry ii
C5H5Br in the gas phase. Source: the OMol25 dataset; level of theory: wB97M-V/def2-TZVPD.

Calculated values
- LUMO level (Eh) = -0.018
- HOMO-LUMO gap (eV) = 9.4

Structure (XYZ):
```
11
C5H5Br | the OMol25 dataset | wB97M-V/def2-TZVPD
Br 0.435 0.834 -3.064
C -0.432 0.693 -1.358
C 0.050 -0.469 -0.479
C 0.079 1.769 -0.231
C 0.470 0.514 0.663
C 0.391 2.883 0.384
H 1.460 0.649 0.980
H -0.495 -1.367 -0.185
H 0.858 -0.853 -1.098
H -0.207 0.422 1.490
H -1.427 0.919 -1.532
```

Which one sits at the bottom of the stability order? entry ii does.

Entry i
C2H6N2OS in the gas phase. Source: the OMol25 dataset; level of theory: wB97M-V/def2-TZVPD.

Calculated values
- LUMO level (Eh) = 0.026
- HOMO-LUMO gap (eV) = 9.1
- structure (SMILES) = CN(S)/C=N\O

Structure (XYZ):
```
12
C2H6N2OS | the OMol25 dataset | wB97M-V/def2-TZVPD
S -2.388 -0.535 -0.255
O 2.125 -0.038 -0.234
N -0.728 -0.133 -0.047
N 1.424 -1.223 -0.071
C 0.164 -1.153 -0.013
C -0.282 1.239 -0.044
H 0.531 1.373 -0.803
H 3.087 -0.331 -0.181
H 0.204 1.539 0.874
H -2.787 -0.508 1.020
H -0.260 -2.163 0.036
H -1.090 1.934 -0.281
```

Entry ii
C2H6N2OS in the gas phase. Source: the OMol25 dataset; level of theory: wB97M-V/def2-TZVPD.

Calculated values
- LUMO level (Eh) = 0.015
- HOMO-LUMO gap (eV) = 9.9
- structure (SMILES) = CN(S)/C=N\O

Structure (XYZ):
```
12
C2H6N2OS | the OMol25 dataset | wB97M-V/def2-TZVPD
S 0.115 1.064 -1.747
O 1.998 -1.540 0.227
N 1.802 -0.436 1.031
N -0.090 0.108 -0.258
C -1.408 -0.354 0.066
C 0.778 0.227 0.859
H -1.955 0.544 0.597
H -1.942 -0.606 -0.883
H -1.260 -1.236 0.710
H 0.035 2.484 -1.407
H 0.632 1.169 1.359
H 1.296 -1.424 -0.555
```

Which one sits at the bottom of the stability order? entry ii does.

Entry i
2 unconnected molecules or ions with the total composition C2H6N2OS. Source: the OMol25 dataset; level of theory: wB97M-V/def2-TZVPD.

Calculated values
- LUMO level (alpha / beta) (Eh) = -0.017 / -0.017
- HOMO-LUMO gap (alpha / beta) (eV) = 8.7 / 8.7
- structure (SMILES) = CSN=O.C=N

Structure (XYZ):
```
12
C2H6N2OS | the OMol25 dataset | wB97M-V/def2-TZVPD
S -1.272 -0.616 -0.528
O -1.852 1.341 0.985
N -1.196 0.333 0.814
N 1.795 1.200 -0.918
C -0.324 -1.946 0.246
C 0.701 1.772 -0.562
H -0.500 -1.999 1.367
H 0.278 2.609 -1.195
H -0.660 -2.844 -0.247
H 2.097 0.454 -0.282
H 0.267 1.364 0.347
H 0.668 -1.669 -0.026
```

Entry ii
A molecular structure, C2H6N2OS. Source: the OMol25 dataset; level of theory: wB97M-V/def2-TZVPD.

Calculated values
- LUMO level (Eh) = 0.006
- HOMO-LUMO gap (eV) = 9.0

Structure (XYZ):
```
12
C2H6N2OS | the OMol25 dataset | wB97M-V/def2-TZVPD
S 0.641 0.631 0.378
O 1.000 -1.167 1.963
N -0.031 -1.679 1.006
N -1.092 -0.743 -1.005
C -0.335 -0.707 0.053
C 0.210 1.843 -0.965
H -0.784 2.041 -1.015
H -1.683 -1.419 -0.896
H 0.446 1.199 -1.791
H 0.531 -0.115 2.562
H 0.112 -2.634 0.844
H 0.986 2.750 -1.135
```

Entry iii
C2H6N2OS in the gas phase. Source: the OMol25 dataset; level of theory: wB97M-V/def2-TZVPD.

Calculated values
- LUMO level (Eh) = 0.019
- HOMO-LUMO gap (eV) = 9.8
- structure (SMILES) = CN(S)C(N)=O

Structure (XYZ):
```
12
C2H6N2OS | the OMol25 dataset | wB97M-V/def2-TZVPD
S -1.271 0.674 1.111
O 1.554 -0.026 -1.189
N -0.495 0.242 -0.373
N 1.379 1.132 0.633
C -1.062 -0.946 -0.964
C 0.893 0.345 -0.316
H -1.251 -1.878 -0.143
H 1.125 1.506 1.728
H -1.290 -0.317 1.929
H -0.162 -1.323 -1.637
H -1.915 -0.707 -1.327
H 2.497 1.298 0.548
```

Which one sits at the bottom of the stability order? entry ii does.